# 1
{
  "formula": "C3H4NS",
  "method": "ωB97M-V/def2-TZVPD",
  "total_charge": 1,
  "relative_energy_kj_mol": 408.65,
  "homo_ev": [-15.11, -15.09],
  "homo_lumo_gap_ev": [7.0, 7.5],
  "elements": ["C", "C", "C", "N", "S", "H", "H", "H", "H"],
  "positions_angstrom": [[0.45, -1.54, -0.01], [1.89, -1.74, 0.06], [0.71, 0.83, 0.05], [-0.15, -0.35, 0.01], [2.45, 0.39, -0.05], [-0.05, -2.41, -0.23], [0.52, 1.39, -0.80], [0.53, 1.38, 0.94], [-1.20, -0.07, -0.01]]
}

=====

# 2
{
  "formula": "C6H11N2S",
  "method": "ωB97M-V/def2-TZVPD",
  "total_charge": 1,
  "relative_energy_kj_mol": 675.08,
  "homo_ev": [-11.54, -11.21],
  "homo_lumo_gap_ev": [3.5, 2.8],
  "elements": ["C", "C", "C", "C", "C", "C", "N", "N", "S", "H", "H", "H", "H", "H", "H", "H", "H", "H", "H", "H"],
  "positions_angstrom": [[0.02, -0.82, -0.01], [-0.37, -1.43, 2.24], [-0.20, -0.49, 1.32], [-1.02, 1.58, 2.66], [-0.09, 1.83, 0.44], [1.35, -1.62, -4.34], [0.24, -0.89, -1.13], [-0.25, 0.91, 1.53], [0.03, -2.44, -3.39], [-0.32, -1.21, 3.27], [-0.61, -2.47, 1.96], [-1.29, 0.85, 3.37], [-0.34, 2.12, 3.17], [-1.77, 2.25, 2.36], [1.01, 1.89, -0.04], [-0.80, 1.63, -0.36], [-0.33, 2.87, 0.82], [1.50, -0.61, -4.23], [1.06, -1.61, -5.42], [2.17, -2.34, -4.22]]
}

=====

# 3
{
  "formula": "C4H12NO2",
  "method": "ωB97M-V/def2-TZVPD",
  "total_charge": 1,
  "relative_energy_kj_mol": 222.25,
  "homo_ev": -13.96,
  "homo_lumo_gap_ev": 9.6,
  "elements": ["C", "C", "C", "C", "N", "H", "H", "H", "H", "H", "H", "H", "H", "H", "H", "O", "H", "H", "O"],
  "positions_angstrom": [[0.05, -0.20, 1.70], [0.09, 0.66, 0.47], [0.10, 1.98, 0.48], [-0.36, -1.06, -1.07], [0.34, -0.04, -0.79], [0.51, -1.17, 1.59], [0.48, 0.36, 2.52], [-0.99, -0.37, 1.96], [-0.01, 2.63, -0.39], [0.07, 2.60, 1.37], [-0.08, -1.77, -1.85], [-1.32, -1.29, -0.61], [1.30, 0.19, -1.13], [-3.48, -0.39, -1.51], [-3.74, -1.40, -0.46], [-3.15, -0.64, -0.63], [3.61, -0.72, -0.27], [3.59, 0.67, -0.81], [2.98, -0.04, -0.57]]
}

=====

# 4
{
  "formula": "C11H27ClNO8S3",
  "method": "ωB97M-V/def2-TZVPD",
  "total_charge": -1,
  "relative_energy_kj_mol": 0.00,
  "homo_ev": -6.16,
  "homo_lumo_gap_ev": 8.7,
  "elements": ["Cl", "O", "O", "O", "O", "C", "O", "H", "H", "H", "H", "N", "C", "C", "C", "C", "H", "H", "H", "H", "H", "C", "S", "O", "C", "H", "H", "H", "H", "H", "H", "C", "S", "O", "C", "H", "H", "H", "H", "H", "H", "C", "S", "O", "C", "H", "H", "H", "H", "H", "H"],
  "positions_angstrom": [[29.49, 19.90, -3.66], [30.59, 20.86, -3.64], [28.45, 20.35, -4.55], [30.03, 18.64, -4.09], [28.94, 19.80, -2.33], [33.08, 19.84, -1.08], [31.85, 20.03, -0.38], [33.59, 20.80, -1.16], [33.71, 19.11, -0.56], [32.89, 19.46, -2.08], [31.27, 20.40, -1.05], [34.77, 19.28, -5.29], [36.04, 18.81, -5.05], [36.47, 19.36, -3.87], [35.38, 20.12, -3.34], [34.36, 20.08, -4.25], [34.25, 19.21, -6.15], [36.44, 18.06, -5.71], [37.41, 19.14, -3.39], [35.43, 20.73, -2.46], [33.35, 20.44, -4.21], [25.15, 17.43, -3.08], [26.21, 17.53, -1.64], [25.59, 16.57, -0.71], [27.58, 16.67, -2.41], [24.15, 17.63, -2.68], [25.08, 16.41, -3.45], [25.40, 18.16, -3.85], [28.40, 16.64, -1.69], [27.92, 17.21, -3.30], [27.18, 15.70, -2.70], [31.99, 24.11, -6.32], [30.43, 24.14, -7.21], [30.63, 23.23, -8.36], [29.49, 23.24, -5.99], [32.18, 23.11, -5.93], [32.05, 24.88, -5.55], [32.72, 24.34, -7.11], [28.43, 23.34, -6.21], [29.65, 23.51, -4.95], [29.73, 22.19, -6.14], [28.48, 18.04, 1.09], [26.90, 17.94, 2.01], [26.50, 16.53, 1.91], [27.65, 18.23, 3.63], [28.82, 17.01, 1.08], [29.21, 18.64, 1.63], [28.35, 18.43, 0.08], [28.09, 19.23, 3.53], [28.37, 17.47, 3.94], [26.85, 18.40, 4.35]]
}

=====

# 5
{
  "formula": "C21H26MgN4O2S",
  "method": "ωB97M-V/def2-TZVPD",
  "relative_energy_kj_mol": 30.11,
  "homo_ev": -7.45,
  "homo_lumo_gap_ev": 7.9,
  "elements": ["Mg", "O", "C", "C", "C", "C", "C", "C", "C", "N", "C", "C", "N", "C", "C", "C", "C", "C", "C", "C", "O", "H", "H", "H", "H", "H", "H", "H", "H", "H", "H", "H", "H", "H", "H", "C", "N", "C", "C", "S", "N", "C", "C", "H", "H", "H", "H", "H", "H", "H", "H", "H", "H", "H", "H"],
  "positions_angstrom": [[-1.53, -0.57, -0.07], [-1.96, -0.54, -1.92], [-2.65, -1.32, -2.69], [-2.66, -1.11, -4.09], [-3.41, -1.90, -4.92], [-4.18, -2.97, -4.44], [-4.17, -3.21, -3.09], [-3.42, -2.42, -2.20], [-3.39, -2.86, -0.81], [-2.75, -2.28, 0.13], [-2.62, -2.91, 1.46], [-1.13, -2.82, 1.87], [-0.70, -1.43, 1.64], [-0.10, -0.74, 2.53], [0.05, 0.72, 2.45], [1.00, 1.32, 3.30], [1.12, 2.68, 3.41], [0.22, 3.48, 2.69], [-0.74, 2.94, 1.87], [-0.85, 1.54, 1.69], [-1.77, 1.06, 0.91], [-2.07, -0.29, -4.46], [-3.38, -1.71, -5.99], [-4.77, -3.58, -5.11], [-4.76, -4.03, -2.68], [-3.93, -3.79, -0.60], [-3.21, -2.34, 2.18], [-2.97, -3.94, 1.46], [-0.99, -3.13, 2.91], [-0.55, -3.48, 1.23], [0.27, -1.22, 3.43], [1.66, 0.67, 3.87], [1.87, 3.12, 4.06], [0.28, 4.56, 2.78], [-1.44, 3.56, 1.32], [3.75, 2.86, -1.10], [2.45, 2.34, -0.69], [1.34, 3.10, -1.25], [2.31, 1.01, -0.46], [1.02, 0.14, -1.12], [3.26, 0.44, 0.30], [3.34, -1.01, 0.46], [4.01, 1.19, 1.31], [3.74, 3.05, -2.18], [4.54, 2.14, -0.90], [3.99, 3.80, -0.59], [1.52, 4.16, -1.06], [0.41, 2.81, -0.79], [1.26, 2.94, -2.33], [2.98, -1.50, -0.44], [2.73, -1.34, 1.30], [4.38, -1.28, 0.65], [3.64, 2.21, 1.37], [5.08, 1.21, 1.09], [3.87, 0.71, 2.28]]
}

=====

# 6
{
  "formula": "C34H34BFeN2O5PS",
  "method": "ωB97M-V/def2-TZVPD",
  "spin_multiplicity": 5,
  "homo_ev": [-8.08, -8.21],
  "homo_lumo_gap_ev": [8.5, 8.3],
  "elements": ["Fe", "N", "P", "C", "C", "C", "C", "C", "C", "C", "C", "C", "C", "C", "C", "C", "C", "C", "C", "C", "N", "H", "H", "H", "H", "H", "H", "H", "H", "H", "H", "H", "H", "H", "H", "H", "C", "C", "C", "C", "C", "C", "C", "C", "O", "B", "O", "C", "C", "H", "H", "H", "H", "H", "H", "H", "H", "H", "H", "H", "H", "C", "C", "C", "C", "C", "C", "C", "S", "O", "O", "O", "H", "H", "H", "H", "H", "H", "H"],
  "positions_angstrom": [[-17.09, -10.09, -2.34], [-17.25, -7.30, -3.50], [-18.53, -8.32, -3.08], [-19.17, -8.77, -4.66], [-19.81, -10.01, -4.70], [-20.34, -10.37, -5.90], [-20.18, -9.63, -7.05], [-19.52, -8.42, -7.02], [-18.98, -7.96, -5.82], [-19.72, -7.07, -2.55], [-20.87, -6.73, -3.35], [-21.67, -5.75, -2.90], [-21.39, -5.00, -1.77], [-20.30, -5.31, -1.00], [-19.45, -6.39, -1.35], [-16.07, -7.81, -3.98], [-15.15, -6.96, -4.68], [-14.04, -7.58, -5.21], [-13.86, -8.95, -5.08], [-14.76, -9.65, -4.34], [-15.87, -9.08, -3.80], [-17.24, -6.30, -3.28], [-19.81, -10.60, -3.86], [-20.83, -11.35, -5.89], [-20.53, -10.01, -8.03], [-19.53, -7.78, -7.82], [-18.38, -7.07, -5.84], [-21.18, -7.40, -4.19], [-22.62, -5.59, -3.42], [-22.04, -4.24, -1.48], [-20.06, -4.74, -0.11], [-18.53, -6.62, -0.82], [-15.26, -5.89, -4.86], [-13.30, -6.98, -5.72], [-12.98, -9.41, -5.50], [-14.76, -10.72, -4.21], [-18.75, -17.80, -6.24], [-19.78, -16.65, -6.29], [-19.68, -15.96, -7.64], [-21.14, -17.31, -6.31], [-19.63, -15.69, -5.17], [-20.62, -15.40, -4.23], [-20.47, -14.43, -3.26], [-19.31, -13.70, -3.25], [-18.98, -12.65, -2.43], [-17.76, -12.17, -2.92], [-17.33, -13.07, -3.91], [-18.28, -13.98, -4.08], [-18.43, -14.95, -5.05], [-19.01, -18.55, -6.99], [-18.66, -18.23, -5.23], [-17.75, -17.52, -6.52], [-19.86, -16.74, -8.43], [-18.66, -15.62, -7.72], [-20.42, -15.18, -7.78], [-21.13, -18.15, -6.97], [-21.92, -16.60, -6.49], [-21.31, -17.81, -5.35], [-21.56, -15.89, -4.38], [-21.19, -14.37, -2.46], [-17.65, -15.17, -5.77], [-11.09, -8.91, 3.60], [-12.25, -8.86, 2.63], [-13.50, -8.52, 3.13], [-14.61, -8.44, 2.32], [-14.44, -8.65, 0.96], [-13.22, -9.01, 0.44], [-12.10, -9.19, 1.27], [-15.71, -8.26, -0.22], [-16.63, -7.35, 0.47], [-16.46, -9.50, -0.65], [-15.01, -7.59, -1.27], [-10.84, -7.92, 3.78], [-10.24, -9.53, 3.17], [-11.45, -9.39, 4.47], [-13.48, -8.31, 4.25], [-15.56, -8.12, 2.70], [-13.22, -9.21, -0.65], [-11.19, -9.53, 0.89]]
}

=====

# 7
{
  "formula": "C4H10N2O2",
  "method": "ωB97M-V/def2-TZVPD",
  "relative_energy_kj_mol": 553.72,
  "homo_ev": -9.06,
  "homo_lumo_gap_ev": 9.9,
  "smiles": "C/N=C(/CO)NOC",
  "elements": ["C", "N", "C", "C", "O", "N", "O", "C", "H", "H", "H", "H", "H", "H", "H", "H", "H", "H"],
  "positions_angstrom": [[-0.92, 1.88, 0.14], [0.49, 1.49, -0.14], [0.84, 0.30, -0.20], [2.30, 0.06, -0.42], [2.81, -1.08, 0.30], [0.11, -0.92, -0.11], [-1.15, -0.93, -0.67], [-2.14, -1.27, 0.22], [-0.96, 2.77, 0.91], [-1.44, 2.39, -0.93], [-1.61, 0.92, 0.47], [2.59, -0.06, -1.41], [2.82, 0.97, -0.05], [3.10, -0.70, 1.21], [0.69, -1.72, -0.53], [-2.21, -2.40, 0.31], [-3.05, -0.96, -0.30], [-2.26, -0.76, 1.21]]
}

=====

# 8
{
  "formula": "C27H28ClCoN4OS",
  "method": "ωB97M-V/def2-TZVPD",
  "relative_energy_kj_mol": 17.91,
  "homo_ev": [-6.78, -6.92],
  "homo_lumo_gap_ev": [7.4, 7.5],
  "elements": ["Co", "Cl", "C", "H", "H", "C", "C", "C", "C", "C", "N", "C", "O", "N", "C", "C", "C", "C", "N", "C", "C", "C", "H", "H", "H", "H", "H", "H", "H", "H", "H", "H", "H", "H", "H", "C", "H", "H", "N", "S", "C", "C", "C", "C", "C", "C", "C", "C", "C", "C", "C", "C", "H", "H", "H", "H", "H", "H", "H", "H", "H", "H", "H"],
  "positions_angstrom": [[-1.06, -1.01, 1.22], [2.16, -2.01, 1.80], [0.98, -0.74, 1.17], [1.24, -0.65, 0.10], [1.30, 0.18, 1.65], [3.10, 9.27, -2.67], [2.43, 7.92, -2.82], [1.80, 7.55, -4.00], [1.18, 6.31, -4.13], [1.19, 5.40, -3.07], [0.59, 4.14, -3.28], [0.10, 3.19, -2.40], [-0.08, 2.04, -2.75], [-0.19, 3.68, -1.15], [-0.66, 2.96, -0.02], [-1.05, 3.69, 1.08], [-1.47, 3.02, 2.20], [-1.50, 1.63, 2.20], [-1.13, 0.93, 1.14], [-0.73, 1.57, 0.04], [1.84, 5.76, -1.89], [2.43, 7.01, -1.77], [2.98, 9.87, -3.57], [4.17, 9.15, -2.50], [2.69, 9.83, -1.83], [1.78, 8.23, -4.84], [0.69, 6.04, -5.06], [0.57, 3.80, -4.23], [-0.17, 4.67, -1.04], [-1.01, 4.78, 1.07], [-1.79, 3.56, 3.09], [-1.83, 1.06, 3.05], [-0.46, 0.97, -0.80], [1.92, 5.05, -1.07], [2.94, 7.26, -0.84], [-2.90, -1.05, 1.41], [-3.56, -0.16, 1.41], [-3.49, -1.98, 1.44], [-1.10, -2.90, 1.15], [-0.28, -4.02, 1.91], [0.64, -5.00, 0.71], [1.14, -6.26, 1.06], [1.92, -6.96, 0.16], [2.23, -6.40, -1.07], [1.74, -5.14, -1.40], [0.95, -4.43, -0.51], [-1.50, -5.24, 2.38], [-1.80, -5.33, 3.72], [-2.79, -6.21, 4.15], [-3.47, -6.98, 3.23], [-3.17, -6.88, 1.88], [-2.18, -6.01, 1.45], [-1.78, -3.35, 0.55], [0.90, -6.68, 2.03], [2.31, -7.94, 0.43], [2.85, -6.94, -1.77], [1.99, -4.70, -2.36], [0.58, -3.44, -0.75], [-1.25, -4.71, 4.43], [-3.02, -6.29, 5.21], [-4.25, -7.66, 3.56], [-3.71, -7.48, 1.16], [-1.93, -5.93, 0.39]]
}

=====

no.,molar mass (g/mol)
1,86.14
2,143.24
3,106.14
4,432.99
5,422.84
6,680.35
7,118.14
8,551.00